The following is a quantum chemistry calculation of a molecular structure, C40H40BrN9O3PbS3, from the OMol25 dataset.

Each line ends with the Löwdin charge.
Atoms and positions in Å:
Pb1 0.53 0.29 2.13  1.494
Br1 -2.98 1.99 2.17  0.807
C1 -1.78 2.74 3.44  -0.706
C2 -2.23 3.71 4.32  -0.077
C3 -1.30 4.22 5.22  -0.012
C4 0.01 3.77 5.18  0.030
C5 0.36 2.82 4.24  -0.178
N1 -0.54 2.30 3.40  -0.024
C6 1.79 2.33 4.08  -0.616
O1 2.59 2.52 4.98  0.092
O2 2.04 1.77 2.95  -0.275
H1 -3.25 4.05 4.30  0.111
H2 -1.60 4.98 5.93  0.125
H3 0.78 4.14 5.85  0.132
C7 -3.26 4.90 -2.12  -0.031
C8 -2.43 3.90 -2.95  -0.556
C9 -1.45 4.67 -3.85  -0.035
C10 -3.39 3.09 -3.83  -0.059
C11 -1.65 3.02 -1.99  -0.137
C12 -0.71 3.58 -1.13  0.011
C13 -0.03 2.77 -0.24  -0.128
N2 -0.22 1.45 -0.16  -0.014
C14 -1.11 0.89 -0.99  -0.220
C15 -1.83 1.65 -1.90  0.055
C16 -1.29 -0.60 -0.88  -0.207
C17 -2.24 -1.27 -1.64  0.048
C18 -2.40 -2.65 -1.52  -0.142
C19 -1.57 -3.30 -0.62  0.010
C20 -0.65 -2.56 0.10  -0.139
N3 -0.50 -1.24 -0.02  0.009
C21 -3.47 -3.36 -2.34  -0.557
C22 -3.19 -3.13 -3.83  -0.035
C23 -3.48 -4.87 -2.08  -0.059
C24 -4.84 -2.78 -1.98  -0.031
H4 -3.86 5.52 -2.78  0.095
H5 -2.62 5.57 -1.54  0.084
H6 -3.93 4.39 -1.43  0.093
H7 -2.01 5.32 -4.52  0.094
H8 -0.86 3.98 -4.45  0.093
H9 -0.77 5.29 -3.27  0.081
H10 -3.91 3.77 -4.50  0.094
H11 -4.14 2.57 -3.24  0.090
H12 -2.85 2.37 -4.45  0.090
H13 -0.50 4.64 -1.13  0.122
H14 0.69 3.19 0.45  0.116
H15 -2.53 1.17 -2.56  0.093
H16 -2.88 -0.73 -2.31  0.105
H17 -1.62 -4.37 -0.47  0.109
H18 -0.01 -3.04 0.84  0.112
H19 -2.22 -3.53 -4.12  0.092
H20 -3.21 -2.07 -4.09  0.080
H21 -3.95 -3.63 -4.43  0.095
H22 -2.53 -5.34 -2.34  0.090
H23 -4.26 -5.33 -2.69  0.094
H24 -3.71 -5.10 -1.03  0.090
H25 -4.91 -1.72 -2.21  0.081
H26 -5.06 -2.92 -0.92  0.092
H27 -5.62 -3.29 -2.55  0.095
C25 -2.97 -1.67 2.85  -0.085
C26 -1.86 -2.19 3.70  -0.643
N4 -0.64 -1.74 3.67  -0.007
C27 0.17 -2.41 4.57  -0.336
C28 -0.47 -3.38 5.28  -0.328
S1 -2.11 -3.46 4.82  1.121
C29 1.59 -2.06 4.69  -0.336
C30 2.40 -2.47 5.70  -0.327
S2 3.97 -1.85 5.47  1.128
C31 3.46 -1.08 4.03  -0.633
N5 2.20 -1.26 3.74  0.006
C32 4.40 -0.24 3.23  -0.068
H28 -2.56 -1.27 1.92  0.045
H29 -3.50 -0.86 3.36  0.066
H30 -3.69 -2.45 2.61  0.083
H31 -0.05 -4.04 6.02  0.083
H32 2.15 -3.06 6.56  0.084
H33 5.39 -0.21 3.69  0.081
H34 4.00 0.78 3.17  0.066
H35 4.49 -0.64 2.23  0.044
O3 2.71 0.82 0.01  -0.094
N6 3.60 0.43 -0.75  -0.420
C33 4.28 1.26 -1.53  -0.203
C34 5.39 0.84 -2.30  -0.143
N7 6.30 0.52 -2.93  0.236
C35 3.88 2.63 -1.49  -0.131
N8 3.54 3.72 -1.45  0.242
S3 3.74 -1.34 -0.63  1.164
C36 4.73 -1.85 -1.99  -0.527
N9 6.07 -1.97 -1.80  0.076
C37 6.92 -2.34 -2.75  -0.004
C38 6.43 -2.67 -4.00  0.026
C39 5.07 -2.63 -4.23  0.033
C40 4.21 -2.21 -3.21  -0.011
H36 6.44 -1.70 -0.89  0.177
H37 7.97 -2.36 -2.49  0.160
H38 7.13 -2.97 -4.78  0.140
H39 4.67 -2.90 -5.20  0.140
H40 3.14 -2.15 -3.36  0.134

Summary:
Energy above the lowest of the compared OMol25 structures with the same formula, charge and spin: 42.31 kJ/mol
F_max: 0.53 eV/A
LUMO level: -7.276 eV
Charge: +2

=====

The following is a quantum chemistry calculation of a molecular structure, C40H41As2N3O4P2SSeTi, from the OMol25 dataset.

Each line ends with the Löwdin charge.
Atoms and positions in Å:
Ti1 -0.02 0.00 0.04  0.578
N1 1.80 1.05 2.64  -0.334
P1 1.33 -0.58 2.21  0.974
C1 0.85 -1.25 3.82  -0.332
C2 1.78 -1.25 4.86  -0.084
C3 1.40 -1.69 6.12  -0.079
C4 0.10 -2.13 6.35  -0.080
C5 -0.82 -2.14 5.31  -0.068
C6 -0.45 -1.70 4.05  -0.069
C7 2.93 -1.37 1.91  -0.372
C8 2.93 -2.73 1.59  -0.101
C9 4.11 -3.36 1.21  -0.072
C10 5.30 -2.64 1.15  -0.084
C11 5.30 -1.29 1.47  -0.079
C12 4.12 -0.65 1.84  -0.093
P2 1.28 2.12 1.37  0.971
C13 1.00 3.68 2.27  -0.330
C14 0.87 3.77 3.65  -0.074
C15 0.75 5.01 4.26  -0.071
C16 0.74 6.17 3.50  -0.079
C17 0.84 6.08 2.12  -0.074
C18 0.97 4.85 1.51  -0.111
C19 2.92 2.50 0.62  -0.364
C20 3.12 2.23 -0.72  -0.163
C21 4.36 2.46 -1.32  -0.086
C22 5.40 2.98 -0.57  -0.077
C23 5.20 3.27 0.78  -0.075
C24 3.98 3.03 1.37  -0.095
H1 1.31 1.26 3.51  0.025
H2 2.79 -0.92 4.68  0.108
H3 2.12 -1.68 6.93  0.103
H4 -0.19 -2.47 7.33  0.103
H5 -1.83 -2.49 5.48  0.107
H6 -1.17 -1.68 3.24  0.089
H7 2.01 -3.30 1.63  0.110
H8 4.09 -4.41 0.95  0.108
H9 6.21 -3.13 0.85  0.103
H10 6.22 -0.73 1.43  0.104
H11 4.12 0.40 2.08  0.080
H12 0.86 2.89 4.28  0.099
H13 0.67 5.07 5.34  0.106
H14 0.66 7.13 3.98  0.104
H15 0.82 6.98 1.51  0.107
H16 1.07 4.79 0.43  0.077
H17 2.29 1.86 -1.32  0.036
H18 4.50 2.22 -2.37  0.106
H19 6.36 3.16 -1.04  0.104
H20 6.02 3.67 1.37  0.104
H21 3.84 3.25 2.43  0.113
C25 -0.30 -1.02 -3.96  -0.264
As1 -1.00 0.01 -2.48  1.182
C26 -2.61 -1.04 -2.12  -0.231
C27 -1.84 1.49 -3.45  -0.376
C28 -2.68 1.13 -4.51  -0.130
C29 -3.35 2.07 -5.26  -0.077
C30 -3.22 3.42 -4.95  -0.076
C31 -2.40 3.79 -3.89  -0.122
C32 -1.70 2.84 -3.14  -0.413
As2 -0.53 3.47 -1.72  1.151
C33 -1.90 4.40 -0.68  -0.280
C34 0.23 5.02 -2.64  -0.325
H22 -0.27 -2.06 -3.67  0.026
H23 0.71 -0.69 -4.20  0.018
H24 -0.94 -0.90 -4.83  0.023
H25 -3.32 -0.95 -2.93  0.025
H26 -3.06 -0.70 -1.19  0.024
H27 -2.31 -2.09 -2.00  0.027
H28 -2.80 0.08 -4.77  0.085
H29 -3.98 1.76 -6.09  0.105
H30 -3.74 4.18 -5.52  0.105
H31 -2.29 4.84 -3.65  0.090
H32 -2.58 4.93 -1.35  0.022
H33 -1.43 5.11 -0.01  0.011
H34 -2.45 3.67 -0.09  0.022
H35 -0.42 5.89 -2.55  0.022
H36 0.37 4.77 -3.69  0.025
H37 1.20 5.25 -2.20  0.007
Se1 2.77 -0.97 -1.80  1.056
N2 1.28 -1.30 -0.74  -0.473
C35 0.86 -2.57 -1.09  -0.398
C36 -0.20 -3.27 -0.48  -0.061
C37 -0.56 -4.51 -0.96  -0.088
C38 0.11 -5.09 -2.04  -0.096
C39 1.18 -4.46 -2.63  -0.037
C40 1.59 -3.19 -2.15  -0.432
N3 2.64 -2.52 -2.67  -0.253
H38 -0.72 -2.84 0.37  0.093
H39 -1.38 -5.04 -0.48  0.103
H40 -0.20 -6.07 -2.40  0.100
H41 1.72 -4.90 -3.46  0.111
O1 -1.10 1.15 2.40  -0.379
S1 -2.02 0.63 1.38  0.295
O2 -1.59 1.25 0.04  -0.580
O3 -1.57 -0.81 1.09  -0.464
O4 -3.41 0.78 1.65  -0.254

Summary:
Energy above the lowest of the compared OMol25 structures with the same formula, charge and spin: 142.60 kJ/mol
F_max: 1.13 eV/A
LUMO level (spin up / spin down): -0.087 / -0.618 eV
Multiplicity: 3

=====

The following is a quantum chemistry calculation of a molecular structure, C40H41AsN8O4ReS, from the OMol25 dataset.

Each line ends with the Löwdin charge.
Atoms and positions in Å:
Re1 -0.74 0.19 0.04  1.701
C1 5.78 -0.46 2.38  -0.029
C2 4.29 -0.66 2.45  -0.263
C3 3.69 -1.72 1.76  -0.027
C4 2.33 -1.95 1.86  -0.060
C5 1.55 -1.10 2.64  -0.298
C6 2.13 -0.06 3.35  -0.049
C7 3.49 0.16 3.25  -0.024
S1 -0.13 -1.51 2.95  0.627
O1 -0.48 -0.98 4.23  -0.256
O2 -0.31 -2.90 2.67  -0.270
N1 -1.04 -0.65 1.83  -0.333
C8 -2.47 -0.79 2.18  -0.147
C9 -3.27 0.23 1.41  -0.545
O3 -4.37 0.61 1.66  0.171
O4 -2.59 0.66 0.30  -0.282
H1 6.19 -0.81 1.44  0.081
H2 6.27 -1.02 3.18  0.101
H3 6.05 0.59 2.52  0.085
H4 4.30 -2.38 1.16  0.127
H5 1.88 -2.81 1.39  0.108
H6 1.52 0.54 4.01  0.125
H7 3.96 0.95 3.82  0.128
H8 -2.63 -0.65 3.24  0.134
H9 -2.84 -1.78 1.90  0.134
C10 3.27 -0.67 -1.67  -0.006
C11 4.07 0.30 -1.08  -0.002
C12 3.49 1.19 -0.19  0.015
C13 2.15 1.07 0.12  -0.220
N2 1.39 0.09 -0.42  -0.037
C14 1.94 -0.73 -1.32  -0.109
C15 1.43 2.04 0.97  -0.199
C16 2.05 3.04 1.70  0.022
C17 1.28 3.89 2.47  0.007
C18 -0.10 3.73 2.50  -0.006
C19 -0.66 2.72 1.75  -0.107
N3 0.09 1.90 0.99  -0.031
H10 3.67 -1.36 -2.40  0.131
H11 5.12 0.38 -1.33  0.134
H12 4.09 1.98 0.25  0.128
H13 1.28 -1.45 -1.79  0.114
H14 3.12 3.15 1.68  0.123
H15 1.75 4.67 3.05  0.132
H16 -0.73 4.36 3.10  0.131
H17 -1.73 2.55 1.72  0.105
C20 -2.30 5.81 0.27  -0.333
As1 -2.27 4.29 -0.96  1.037
C21 -4.00 4.59 -1.82  -0.326
C22 -1.14 5.10 -2.35  -0.324
H18 -2.67 6.71 -0.23  0.031
H19 -1.29 6.01 0.63  0.012
H20 -2.95 5.60 1.12  0.023
H21 -4.13 5.64 -2.07  0.033
H22 -4.80 4.28 -1.15  0.025
H23 -4.06 4.00 -2.74  0.005
H24 -1.43 6.13 -2.53  0.033
H25 -1.24 4.53 -3.28  0.005
H26 -0.09 5.06 -2.04  0.015
C23 -3.12 -3.17 -1.59  0.001
C24 -2.69 -1.93 -1.17  -0.103
N4 -1.43 -1.71 -0.75  -0.069
C25 -0.60 -2.77 -0.69  -0.088
C26 -0.95 -4.05 -1.07  -0.191
C27 -2.24 -4.24 -1.56  0.031
C28 0.04 -5.14 -0.96  -0.034
C29 0.11 -6.03 0.03  -0.005
C30 -0.77 -6.11 1.21  -0.266
C31 -0.54 -7.07 2.19  0.011
C32 -1.41 -7.08 3.27  -0.097
N5 -2.41 -6.22 3.38  0.104
C33 -2.54 -5.34 2.39  -0.192
N6 -1.79 -5.25 1.31  0.136
H27 -4.14 -3.29 -1.92  0.127
H28 -3.36 -1.09 -1.16  0.102
H29 0.37 -2.59 -0.24  0.091
H30 -2.56 -5.23 -1.86  0.141
H31 0.75 -5.22 -1.78  0.119
H32 0.90 -6.77 -0.02  0.118
H33 0.28 -7.77 2.11  0.117
H34 -1.29 -7.80 4.07  0.119
H35 -3.36 -4.64 2.48  0.112
N7 -2.23 1.45 -3.74  0.174
C34 -2.21 1.07 -2.47  -0.178
N8 -0.99 1.06 -1.96  -0.028
C35 -0.15 1.53 -2.99  -0.200
C36 1.20 1.89 -3.02  -0.017
C37 1.71 2.39 -4.20  -0.052
C38 0.91 2.55 -5.34  -0.051
C39 -0.43 2.25 -5.32  0.009
C40 -0.94 1.76 -4.12  -0.192
H36 -3.06 1.53 -4.31  0.181
H37 -3.10 0.85 -1.91  0.124
H38 1.83 1.84 -2.15  0.083
H39 2.75 2.68 -4.24  0.115
H40 1.36 2.95 -6.25  0.119
H41 -1.06 2.41 -6.18  0.127

Summary:
Energy above the lowest of the compared OMol25 structures with the same formula, charge and spin: 98.04 kJ/mol
F_max: 0.52 eV/A
LUMO level (spin up / spin down): -6.293 / -7.179 eV
Multiplicity: 4
Charge: +2

=====

The following is a quantum chemistry calculation of a molecular structure, C40H41BN9OP2SSr, from the OMol25 dataset.

Each line ends with the Löwdin charge.
Atoms and positions in Å:
Sr1 0.68 -0.60 0.58  1.268
C1 5.23 -0.95 0.95  -0.032
C2 4.06 -1.16 0.23  -0.151
N1 3.05 -0.43 0.74  -0.129
N2 3.57 0.26 1.79  0.008
C3 4.88 -0.05 1.93  -0.054
B1 2.72 1.24 2.70  -0.599
N3 1.73 0.39 3.60  0.022
C4 1.56 0.35 4.93  -0.046
C5 0.52 -0.51 5.23  -0.039
C6 0.09 -0.96 3.99  -0.175
N4 0.82 -0.43 3.00  -0.121
N5 1.87 2.23 1.81  0.015
C7 1.83 3.56 1.98  -0.045
C8 0.98 4.10 1.04  -0.031
C9 0.51 2.99 0.33  -0.182
N6 1.04 1.86 0.79  -0.066
N7 3.71 2.08 3.47  -0.044
C10 4.70 2.82 2.89  -0.120
C11 5.31 3.56 3.86  -0.044
C12 4.61 3.22 5.04  -0.133
N8 3.65 2.34 4.82  0.075
H1 6.20 -1.38 0.78  0.107
H2 3.89 -1.79 -0.63  0.109
H3 5.47 0.39 2.72  0.133
H4 2.19 0.95 5.57  0.103
H5 0.13 -0.76 6.20  0.105
H6 -0.70 -1.67 3.76  0.106
H7 2.42 4.04 2.74  0.130
H8 0.73 5.14 0.90  0.108
H9 -0.18 2.98 -0.50  0.094
H10 4.88 2.76 1.83  0.133
H11 6.13 4.24 3.75  0.102
H12 4.77 3.57 6.05  0.110
N9 -1.95 -0.18 -1.89  -0.308
P1 -0.22 -0.13 -2.36  1.001
C13 0.03 1.57 -2.89  -0.428
C14 1.31 2.09 -2.68  -0.126
C15 1.60 3.38 -3.10  -0.055
C16 0.62 4.16 -3.69  -0.046
C17 -0.66 3.64 -3.90  -0.055
C18 -0.95 2.34 -3.51  -0.091
C19 -0.29 -1.09 -3.89  -0.369
C20 -1.11 -2.21 -4.01  -0.110
C21 -1.15 -2.93 -5.20  -0.064
C22 -0.35 -2.54 -6.26  -0.054
C23 0.49 -1.45 -6.13  -0.050
C24 0.53 -0.72 -4.95  -0.076
P2 -2.60 -0.21 -0.36  1.060
C25 -4.28 -0.74 -0.53  -0.348
C26 -4.93 -0.91 -1.76  -0.070
C27 -6.27 -1.27 -1.78  -0.045
C28 -6.95 -1.48 -0.58  -0.031
C29 -6.30 -1.32 0.64  -0.044
C30 -4.97 -0.95 0.67  -0.078
C31 -2.49 1.40 0.39  -0.376
C32 -2.11 1.49 1.72  -0.103
C33 -2.16 2.73 2.35  -0.041
C34 -2.57 3.84 1.64  -0.032
C35 -2.95 3.74 0.30  -0.042
C36 -2.92 2.51 -0.34  -0.076
H13 -2.47 -0.78 -2.52  0.027
H14 2.07 1.50 -2.18  0.105
H15 2.60 3.78 -2.94  0.118
H16 0.85 5.17 -4.00  0.117
H17 -1.42 4.25 -4.38  0.114
H18 -1.94 1.93 -3.70  0.105
H19 -1.70 -2.58 -3.17  0.099
H20 -1.80 -3.79 -5.29  0.114
H21 -0.39 -3.10 -7.19  0.118
H22 1.13 -1.16 -6.96  0.118
H23 1.18 0.14 -4.88  0.109
H24 -4.43 -0.73 -2.71  0.103
H25 -6.78 -1.37 -2.72  0.121
H26 -7.99 -1.76 -0.60  0.123
H27 -6.83 -1.48 1.57  0.121
H28 -4.47 -0.82 1.62  0.111
H29 -1.77 0.63 2.28  0.090
H30 -1.87 2.82 3.39  0.126
H31 -2.61 4.81 2.13  0.124
H32 -3.28 4.61 -0.24  0.122
H33 -3.23 2.43 -1.38  0.111
O1 0.07 -2.73 0.14  -0.807
S1 1.01 -3.74 0.87  0.969
C37 -0.11 -4.87 1.75  -0.291
C38 0.00 -6.24 1.08  -0.208
C39 0.30 -5.97 -0.39  -0.216
C40 1.44 -4.96 -0.37  -0.306
H34 -1.09 -4.40 1.61  0.099
H35 0.15 -4.86 2.81  0.098
H36 -0.93 -6.80 1.22  0.125
H37 0.80 -6.81 1.53  0.124
H38 -0.57 -5.54 -0.89  0.118
H39 0.58 -6.87 -0.93  0.127
H40 1.62 -4.41 -1.30  0.102
H41 2.39 -5.41 -0.04  0.109

Summary:
Energy above the lowest of the compared OMol25 structures with the same formula, charge and spin: 80.06 kJ/mol
F_max: 2.00 eV/A
LUMO level (spin up / spin down): -5.000 / -8.086 eV
Multiplicity: 2
Charge: +2